ORCA calculation (ωB97M-V with the def2-TZVPD basis set) on one molecule with the formula C5H7NO.

Positions of all 14 atoms, in Å:
C -1.801842 0.076348 0.511953
N -0.424559 -0.243339 0.210338
C 0.114076 -1.584045 -0.056689
C 1.394563 -1.586316 -0.480385
C 1.670655 -0.093984 -0.579831
C 0.517064 0.624201 0.021842
O 0.311918 1.928680 0.214071
H -2.369160 0.159143 -0.418796
H -1.856957 1.023601 1.049268
H -2.224798 -0.727104 1.115109
H -0.598964 -2.387025 0.104125
H 1.422211 0.155057 -1.621293
H 2.674995 0.297235 -0.400116
H 1.170803 2.357548 0.330405

Atoms 1-2, force components in eV/Å:
C -0.17 0.01 0.09
N 0.23 0.22 0.07

Values from the calculation:
Energy relative to the best compared isomer or geometry (same formula, charge and spin) (kcal per mole): 85.0
Electronic energy (Ha): -324.5891
Molecular weight (g mol⁻¹): 97.117
LUMO (eV): 0.20
Total charge: 0
Gap between HOMO and LUMO (eV): 7.387

=====

ORCA calculation (ωB97M-V with the def2-TZVPD basis set) on one molecule with the formula C5H7NO in a non-equilibrium geometry.

Positions of all 14 atoms, in Å:
N -1.532722 1.807165 -0.760860
C -0.858533 0.903147 -0.203100
O -1.131708 0.378507 1.034596
C 0.036035 -0.273326 1.491189
C 0.937555 -0.580660 0.311032
C 0.385228 -1.128270 -1.168207
C 0.391337 0.292915 -0.751035
H -2.278835 2.114969 -0.136964
H -0.266413 -1.005451 2.266555
H 0.852182 0.506234 1.724626
H 1.929512 -0.843654 0.654811
H -0.452513 -1.799350 -1.053608
H 0.972219 -1.329685 -2.089993
H 1.016656 0.957460 -1.319040

Atoms 1-2, force components in eV/Å:
N 0.05 -0.11 0.19
C -0.06 0.42 -0.14

Values from the calculation:
Energy relative to the best compared isomer or geometry (same formula, charge and spin) (kcal per mole): 61.3
SMILES: [H]/N=C1\OC[C@H]2C[C@@H]12
Electronic energy (Ha): -324.6267
Molecular weight (g mol⁻¹): 97.117
LUMO (eV): 0.95
Total charge: 0
Gap between HOMO and LUMO (eV): 10.366

=====

ORCA calculation (ωB97M-V with the def2-TZVPD basis set) on one molecule with the formula C5H7NO in a non-equilibrium geometry.

Positions of all 14 atoms, in Å:
C -1.521299 -0.836897 -0.351806
N -1.599990 0.630360 -0.253431
C -0.389078 -0.061727 0.149062
C 0.830105 0.214724 1.028742
C 1.750397 -0.319791 -0.103219
C 0.610836 0.611098 -0.731101
O 0.895860 1.530560 0.426715
H -2.143370 -1.373572 0.353006
H -1.499392 -1.245136 -1.365608
H -2.223569 1.063442 0.400411
H 0.941375 0.130900 2.116495
H 1.739900 -1.397051 -0.310588
H 2.767782 0.086887 -0.059023
H -0.336329 1.066511 -1.329375

Atoms 1-2, force components in eV/Å:
C -0.27 -0.22 0.08
N -0.78 0.07 0.53

Values from the calculation:
Energy relative to the best compared isomer or geometry (same formula, charge and spin) (kcal per mole): 158.9
Electronic energy (Ha): -324.4713
Molecular weight (g mol⁻¹): 97.117
LUMO (eV): 1.02
Total charge: 0
Gap between HOMO and LUMO (eV): 10.433

=====

ORCA calculation (ωB97M-V with the def2-TZVPD basis set) on one molecule with the formula C5H7NO.

Positions of all 14 atoms, in Å:
C 1.838768 0.708745 -0.383788
C 0.607753 -0.037993 0.045425
N 0.619749 -0.831644 1.331843
C 0.528449 -1.565626 0.172411
C -2.087299 0.178628 -0.248391
C -0.686017 0.437283 -0.098531
O -1.388822 1.371526 -0.756617
H 1.827867 0.857653 -1.468854
H 2.713929 0.108684 -0.123077
H 1.907284 1.684540 0.107640
H -0.237446 -0.684121 1.896611
H -0.429920 -2.073629 -0.018135
H -2.760974 0.339060 0.586757
H -2.435881 -0.467141 -1.051252

Atoms 1-2, force components in eV/Å:
C -0.05 -0.02 0.01
C 0.03 0.28 -0.09

Values from the calculation:
Energy relative to the best compared isomer or geometry (same formula, charge and spin) (kcal per mole): 137.9
Electronic energy (Ha): -324.5047
Molecular weight (g mol⁻¹): 97.117
LUMO (spin up / spin down) (eV): 0.52 / 0.45
Total charge: 0
Gap between HOMO and LUMO (spin up / spin down) (eV): 8.034 / 7.770

=====

ORCA calculation (ωB97M-V with the def2-TZVPD basis set) on one molecule with the formula C5H7NO.

Positions of all 14 atoms, in Å:
O -1.075160 -1.546779 1.844484
C -0.626026 -0.725740 1.065573
C -1.467627 -0.136759 -0.062102
C -0.673066 0.525252 -1.152660
C 0.650581 0.637429 -1.099064
C 1.472443 0.177737 0.074754
N 0.640897 -0.208349 1.191665
H -2.186847 0.569955 0.378773
H -2.062418 -0.969109 -0.449633
H -1.225638 0.907979 -2.011573
H 1.203955 1.077487 -1.924722
H 2.134526 0.981685 0.410918
H 2.117700 -0.658205 -0.255726
H 1.096679 -0.632583 1.989312

Atoms 1-2, force components in eV/Å:
O 0.13 0.39 -0.11
C -0.18 0.24 -0.24

Values from the calculation:
Energy relative to the best compared isomer or geometry (same formula, charge and spin) (kcal per mole): 4.0
SMILES: O=C1CC=CCN1
Electronic energy (Ha): -324.7181
Molecular weight (g mol⁻¹): 97.117
LUMO (eV): 0.87
Total charge: 0
Gap between HOMO and LUMO (eV): 10.350

=====

ORCA calculation (ωB97M-V with the def2-TZVPD basis set) on one molecule with the formula C5H7NO.

Positions of all 14 atoms, in Å:
C -1.863060 0.338371 0.178026
C -0.420105 0.276311 -0.290351
C 0.658861 0.922662 0.543626
C 1.786341 0.229252 0.373411
N 1.562595 -0.898868 -0.440205
C 0.190052 -1.103666 -0.552916
O -0.350363 -2.152723 -0.812766
H -2.182945 1.385600 0.211271
H -1.999972 -0.093600 1.173006
H -2.515685 -0.187703 -0.524720
H -0.369350 0.749378 -1.287144
H 0.528395 1.802572 1.157431
H 2.775518 0.409796 0.772755
H 2.199717 -1.677380 -0.501425

Atoms 1-2, force components in eV/Å:
C -0.04 -0.01 0.03
C -0.04 -0.01 0.02

Values from the calculation:
Energy relative to the best compared isomer or geometry (same formula, charge and spin) (kcal per mole): 5.8
SMILES: C[C@H]1C=CNC1=O
Electronic energy (Ha): -324.7152
Molecular weight (g mol⁻¹): 97.117
LUMO (eV): 0.94
Total charge: 0
Gap between HOMO and LUMO (eV): 9.646

=====

ORCA calculation (ωB97M-V with the def2-TZVPD basis set) on one molecule with the formula C5H7NO in a non-equilibrium geometry.

Positions of all 14 atoms, in Å:
O 1.220233 2.121833 -0.978778
C 0.707037 1.249993 -0.332780
C 1.421523 -0.016954 0.175571
C 0.554813 -1.221397 -0.142629
C -0.770486 -1.121845 -0.222524
C -1.498354 0.175883 0.007529
N -0.606467 1.334905 0.243136
H 1.591451 0.016888 1.270819
H 2.405578 -0.052000 -0.282325
H 1.048196 -2.174889 -0.316212
H -1.379762 -1.986903 -0.477746
H -2.130274 0.101281 0.902871
H -2.187916 0.377342 -0.820604
H -0.211950 1.122248 1.162858

Atoms 1-2, force components in eV/Å:
O -0.34 -0.58 0.09
C 0.65 -0.14 -0.02

Values from the calculation:
Energy relative to the best compared isomer or geometry (same formula, charge and spin) (kcal per mole): 30.7
SMILES: O=C1CC=CCN1
Electronic energy (Ha): -324.6756
Molecular weight (g mol⁻¹): 97.117
LUMO (eV): 0.69
Total charge: 0
Gap between HOMO and LUMO (eV): 10.238

=====

ORCA calculation (ωB97M-V with the def2-TZVPD basis set) on one molecule with the formula C5H7NO.

Positions of all 14 atoms, in Å:
C 0.078111 -1.871797 0.198103
C -0.018233 -0.382395 0.346712
N -1.097222 0.326385 1.041481
C -0.941719 0.535917 -0.382913
C 0.189036 1.494419 -0.752276
C 1.089042 0.646787 0.169638
O 2.216385 0.746408 0.570635
H 0.034090 -2.103475 -0.872977
H -0.757484 -2.372868 0.692247
H 1.022714 -2.261073 0.587163
H -0.776262 1.111111 1.607844
H -1.754853 0.212275 -1.023203
H 0.077563 2.572964 -0.619861
H 0.535407 1.285847 -1.774082

Atoms 1-2, force components in eV/Å:
C -0.02 -0.03 0.05
C 0.19 -0.28 -0.09

Values from the calculation:
Energy relative to the best compared isomer or geometry (same formula, charge and spin) (kcal per mole): 49.2
SMILES: C[C@]12N[C@H]1CC2=O
Electronic energy (Ha): -324.6461
Molecular weight (g mol⁻¹): 97.117
LUMO (eV): 0.96
Total charge: 0
Gap between HOMO and LUMO (eV): 10.424

=====

ORCA calculation (ωB97M-V with the def2-TZVPD basis set) on C5H7NO as an isolated structure in a non-equilibrium geometry.

Positions of all 14 atoms, in Å:
C 1.621914 0.910759 -0.181189
C 0.256929 0.355392 0.097063
N -0.151977 0.262061 1.485755
C -0.101510 -0.963825 0.676637
C -1.244753 -1.109120 -0.275357
C -1.138442 0.239412 -0.807396
O -1.863886 0.894671 -1.521575
H 1.936329 0.753499 -1.216982
H 2.348928 0.427386 0.483185
H 1.633026 1.980453 0.038992
H -1.097894 0.591230 1.649179
H 0.518615 -1.782834 1.031996
H -2.172996 -1.670228 -0.036747
H -0.544283 -0.888855 -1.423560

Atoms 1-2, force components in eV/Å:
C -0.02 0.11 -0.04
C -0.02 0.55 -0.42

Values from the calculation:
Energy relative to the best compared isomer or geometry (same formula, charge and spin) (kcal per mole): 105.3
Electronic energy (Ha): -324.5567
Molecular weight (g mol⁻¹): 97.117
LUMO (eV): 0.59
Total charge: 0
Gap between HOMO and LUMO (eV): 9.876

=====

ORCA calculation (ωB97M-V with the def2-TZVPD basis set) on C5H7NO as an isolated structure in a non-equilibrium geometry.

Positions of all 14 atoms, in Å:
C 1.128562 1.259798 1.084224
C 0.379144 -0.024526 0.731814
C -0.939298 0.215433 0.010069
C -1.119623 -0.705693 -1.173819
O -2.071624 -0.868322 -1.872698
C 1.304062 -0.964817 -0.096075
N 0.719807 -1.434387 -1.097129
H 2.068651 1.021869 1.589424
H 0.528736 1.901656 1.738951
H 1.366698 1.828835 0.177741
H 0.196141 -0.584663 1.658687
H -1.809025 0.060169 0.649707
H -0.994047 1.227031 -0.407029
H 0.365836 -1.871739 -1.905314

Atoms 1-2, force components in eV/Å:
C 0.03 0.04 0.01
C 0.10 -0.04 0.03

Values from the calculation:
Energy relative to the best compared isomer or geometry (same formula, charge and spin) (kcal per mole): 92.6
Electronic energy (Ha): -324.5769
Molecular weight (g mol⁻¹): 97.117
LUMO (eV): 0.74
Total charge: 0
Gap between HOMO and LUMO (eV): 8.295

=====

Repeat the seventh record exactly.
ORCA calculation (ωB97M-V with the def2-TZVPD basis set) on one molecule with the formula C5H7NO in a non-equilibrium geometry.

Positions of all 14 atoms, in Å:
O 1.220233 2.121833 -0.978778
C 0.707037 1.249993 -0.332780
C 1.421523 -0.016954 0.175571
C 0.554813 -1.221397 -0.142629
C -0.770486 -1.121845 -0.222524
C -1.498354 0.175883 0.007529
N -0.606467 1.334905 0.243136
H 1.591451 0.016888 1.270819
H 2.405578 -0.052000 -0.282325
H 1.048196 -2.174889 -0.316212
H -1.379762 -1.986903 -0.477746
H -2.130274 0.101281 0.902871
H -2.187916 0.377342 -0.820604
H -0.211950 1.122248 1.162858

Atoms 1-2, force components in eV/Å:
O -0.34 -0.58 0.09
C 0.65 -0.14 -0.02

Values from the calculation:
Energy relative to the best compared isomer or geometry (same formula, charge and spin) (kcal per mole): 30.7
SMILES: O=C1CC=CCN1
Electronic energy (Ha): -324.6756
Molecular weight (g mol⁻¹): 97.117
LUMO (eV): 0.69
Total charge: 0
Gap between HOMO and LUMO (eV): 10.238

=====

electronic energy of number 9 (C5H7NO)?
-324.5567 Ha